{"formula": "C48H40N8O16", "method": "ωB97M-V/def2-TZVPD", "species": ["O", "N", "O", "C", "C", "C", "C", "C", "C", "H", "H", "H", "H", "H", "O", "N", "O", "C", "C", "C", "C", "C", "C", "H", "H", "H", "H", "H", "O", "N", "O", "C", "C", "C", "C", "C", "C", "H", "H", "H", "H", "H", "O", "N", "O", "C", "C", "C", "C", "C", "C", "H", "H", "H", "H", "H", "O", "N", "O", "C", "C", "C", "C", "C", "C", "H", "H", "H", "H", "H", "O", "N", "O", "C", "C", "C", "C", "C", "C", "H", "H", "H", "H", "H", "O", "N", "O", "C", "C", "C", "C", "C", "C", "H", "H", "H", "H", "H", "O", "N", "O", "C", "C", "C", "C", "C", "C", "H", "H", "H", "H", "H"], "coordinates": [[3.95, -0.39, -6.42], [4.62, -0.48, -5.36], [5.71, 0.11, -5.29], [4.13, -1.13, -4.17], [2.82, -1.47, -4.06], [2.31, -2.13, -2.94], [3.11, -2.30, -1.80], [4.43, -1.94, -1.83], [4.96, -1.33, -3.04], [2.09, -1.40, -4.85], [1.28, -2.47, -2.96], [2.62, -2.75, -0.95], [5.14, -2.11, -1.04], [5.99, -1.04, -3.14], [-1.11, 3.72, -3.39], [-1.73, 2.72, -3.70], [-2.06, 1.80, -2.92], [-1.90, 2.53, -5.20], [-1.32, 3.41, -6.09], [-1.31, 3.09, -7.43], [-2.10, 2.03, -7.92], [-2.78, 1.22, -6.99], [-2.57, 1.49, -5.67], [-0.70, 4.19, -5.66], [-0.69, 3.65, -8.11], [-2.06, 1.67, -8.93], [-3.38, 0.38, -7.29], [-2.83, 0.77, -4.91], [1.95, 0.49, 0.54], [3.01, 1.02, 0.23], [3.94, 1.15, 0.94], [3.10, 1.56, -1.16], [4.36, 1.97, -1.63], [4.49, 2.53, -2.95], [3.32, 2.51, -3.76], [2.18, 1.84, -3.32], [2.07, 1.48, -2.04], [5.28, 1.98, -1.06], [5.42, 2.93, -3.31], [3.42, 2.73, -4.82], [1.37, 1.55, -3.97], [1.11, 1.06, -1.76], [-5.33, 2.83, -3.10], [-6.40, 2.42, -2.61], [-7.53, 2.69, -3.05], [-6.26, 1.41, -1.57], [-4.99, 0.98, -1.20], [-4.73, -0.07, -0.30], [-5.86, -0.71, 0.20], [-7.18, -0.30, -0.09], [-7.33, 0.78, -0.91], [-4.13, 1.59, -1.44], [-3.74, -0.26, 0.07], [-5.85, -1.55, 0.87], [-8.03, -0.85, 0.30], [-8.33, 1.18, -1.03], [1.24, -8.81, 0.57], [1.10, -7.60, 0.61], [1.32, -6.94, 1.61], [0.57, -6.85, -0.61], [0.22, -5.49, -0.55], [-0.21, -4.91, -1.77], [-0.11, -5.63, -3.04], [0.25, -6.94, -3.03], [0.54, -7.57, -1.83], [0.06, -4.98, 0.39], [-0.45, -3.85, -1.76], [-0.44, -5.25, -4.00], [0.21, -7.45, -3.98], [0.83, -8.61, -1.84], [0.61, 6.08, 5.26], [0.35, 4.93, 4.87], [-0.76, 4.58, 4.47], [1.38, 3.91, 4.86], [2.37, 3.94, 5.91], [3.43, 3.01, 5.86], [3.40, 1.94, 4.96], [2.44, 1.87, 3.94], [1.48, 2.88, 3.88], [2.38, 4.67, 6.70], [4.15, 3.18, 6.65], [4.24, 1.26, 5.03], [2.46, 1.02, 3.27], [0.75, 2.82, 3.08], [0.35, -3.35, 5.92], [0.59, -2.16, 5.67], [1.00, -1.80, 4.58], [0.24, -1.18, 6.70], [-0.08, -1.69, 8.02], [-0.41, -0.78, 9.02], [-0.31, 0.59, 8.80], [-0.02, 1.08, 7.56], [0.26, 0.18, 6.50], [-0.06, -2.76, 8.17], [-0.70, -1.13, 10.00], [-0.45, 1.23, 9.66], [-0.01, 2.15, 7.37], [0.51, 0.60, 5.54], [-0.39, -0.96, -1.17], [-0.80, -1.21, 0.00], [-0.92, -2.35, 0.43], [-1.17, -0.16, 0.96], [-1.57, 1.11, 0.43], [-2.06, 2.10, 1.28], [-2.04, 1.90, 2.68], [-1.65, 0.68, 3.24], [-1.26, -0.36, 2.38], [-1.54, 1.36, -0.62], [-2.24, 3.08, 0.86], [-2.36, 2.63, 3.41], [-1.70, 0.51, 4.30], [-0.97, -1.29, 2.84]], "e_homo_ev": -9.621, "e_lumo_ev": -0.935, "total_energy_ha": -3494.16502, "relative_energy_kj_mol": 297.13, "smiles": "O=[N+]([O-])c1ccccc1.O=[N+]([O-])c1ccccc1.O=[N+]([O-])c1ccccc1.O=[N+]([O-])c1ccccc1.O=[N+]([O-])c1ccccc1.O=[N+]([O-])c1ccccc1.O=[N+]([O-])c1ccccc1.O=[N+]([O-])c1ccccc1"}